9
Properties=species:S:1:pos:R:3:lowdin_charge:R:1 method="wB97M-V/def2-TZVPD" lumo_energy_ev=0.89 smiles="F/C=C/CCl"
F 2.319 -0.770 -0.201 -0.05
C 0.995 -0.816 0.079 -0.23
C 0.532 0.374 0.005 -0.18
C -1.000 0.679 -0.049 -0.46
Cl -2.025 -0.915 -0.116 0.42
H 0.779 -2.020 0.528 0.21
H 1.261 1.287 -0.099 0.16
H -1.584 1.131 0.874 0.10
H -1.277 1.049 -1.021 0.04

=====

10
Properties=species:S:1:pos:R:3:lowdin_charge:R:1 method="wB97M-V/def2-TZVPD" charge=+1 lumo_energy_ev="-5.17 / -5.17"
C -1.436 1.081 0.582 0.01
C 0.277 -0.637 -0.311 0.10
C -3.614 0.446 -0.267 -0.49
N -2.578 0.700 0.248 0.04
F -0.235 0.698 -0.294 0.01
Cl -4.917 -0.534 -0.249 0.86
H -1.300 2.054 0.925 0.13
H 1.125 -0.687 0.356 0.11
H -0.529 -1.242 0.089 0.10
H 0.716 -0.747 -1.332 0.14

=====

Please write out number 2 again, unchanged.
10
Properties=species:S:1:pos:R:3:lowdin_charge:R:1 method="wB97M-V/def2-TZVPD" charge=+1 lumo_energy_ev="-5.17 / -5.17"
C -1.436 1.081 0.582 0.01
C 0.277 -0.637 -0.311 0.10
C -3.614 0.446 -0.267 -0.49
N -2.578 0.700 0.248 0.04
F -0.235 0.698 -0.294 0.01
Cl -4.917 -0.534 -0.249 0.86
H -1.300 2.054 0.925 0.13
H 1.125 -0.687 0.356 0.11
H -0.529 -1.242 0.089 0.10
H 0.716 -0.747 -1.332 0.14